(1)
A structure of composition C18H18BF6N9O4RuS4. Source: the Open Molecules 2025 dataset; level of theory: the ωB97M-V functional and the def2-TZVPD basis.

```
61
Properties=species:S:1:pos:R:3:forces:R:3:lowdin_charge:R:1
Ru -0.190 0.186 -0.659 -0.039 0.326 -0.202 0.751
C 3.579 -1.860 -0.945 -0.002 -0.004 0.045 -0.035
C 2.732 -0.787 -1.219 0.004 -0.020 0.008 -0.132
N 1.541 -1.000 -0.671 -0.091 0.018 0.109 -0.080
N 1.593 -2.196 -0.039 0.018 -0.060 -0.114 0.034
C 2.814 -2.733 -0.196 0.040 0.057 0.015 -0.048
B 0.309 -2.634 0.691 -0.003 0.068 0.009 -0.630
N -0.854 -2.630 -0.361 -0.005 -0.065 0.220 0.041
C -1.663 -3.643 -0.726 0.107 0.036 0.034 -0.042
C -2.578 -3.163 -1.636 -0.015 0.105 -0.049 -0.035
C -2.258 -1.810 -1.778 -0.041 -0.030 -0.145 -0.131
N -1.218 -1.513 -1.012 -0.080 -0.047 0.218 -0.131
N -0.008 -1.559 1.767 -0.055 -0.268 0.041 0.024
C 0.074 -1.587 3.111 -0.083 0.052 -0.019 -0.062
C -0.416 -0.396 3.604 -0.012 -0.081 -0.087 -0.033
C -0.772 0.334 2.467 -0.116 0.136 0.112 -0.134
N -0.509 -0.368 1.375 0.301 0.210 -0.219 -0.070
N 0.369 -4.016 1.308 0.043 0.029 0.011 -0.021
C -0.491 -4.544 2.219 -0.025 0.006 -0.011 -0.104
C -0.277 -5.896 2.271 -0.010 0.006 0.010 -0.062
C 0.743 -6.118 1.325 0.002 -0.005 -0.004 -0.152
N 1.116 -4.995 0.742 0.038 0.025 -0.026 0.073
H 4.605 -1.979 -1.243 -0.006 -0.010 -0.004 0.099
H 2.923 0.124 -1.763 -0.006 -0.002 0.011 0.107
H 3.037 -3.698 0.221 -0.004 -0.015 -0.008 0.107
H -1.523 -4.632 -0.322 0.011 0.009 0.010 0.124
H -3.361 -3.710 -2.129 -0.001 0.007 0.001 0.099
H -2.712 -1.046 -2.389 -0.005 -0.021 0.010 0.103
H 0.468 -2.448 3.623 -0.001 -0.016 -0.004 0.124
H -0.494 -0.093 4.632 -0.004 -0.001 -0.002 0.102
H -1.165 1.337 2.384 0.089 -0.050 0.005 0.091
H -1.202 -3.928 2.745 -0.001 0.011 0.003 0.122
H -0.775 -6.615 2.897 0.001 0.004 0.002 0.093
H 1.218 -7.047 1.050 0.002 0.004 0.001 0.102
C -3.139 3.187 -2.551 0.028 -0.016 -0.131 -0.112
C -2.092 2.162 -2.236 -0.007 0.246 -0.186 -0.716
S -2.039 1.543 -0.722 0.417 -0.373 0.154 0.868
C -1.136 1.736 -3.236 -0.218 0.254 -0.064 -0.705
C -1.170 2.261 -4.646 -0.147 0.090 0.063 -0.099
S 0.020 0.649 -2.847 0.108 -0.277 -0.114 0.867
H -3.741 3.396 -1.671 -0.006 0.011 0.019 0.073
H -3.795 2.842 -3.355 0.014 0.013 0.001 0.089
H -2.669 4.118 -2.875 0.003 -0.004 0.022 0.099
H -2.066 2.844 -4.847 0.031 -0.036 0.006 0.071
H -1.121 1.438 -5.357 0.023 -0.018 -0.013 0.081
H -0.304 2.899 -4.822 0.012 0.052 0.003 0.093
F -1.024 6.156 2.531 -0.022 -0.019 0.019 0.139
C 0.168 5.748 2.095 0.032 0.069 -0.008 -0.688
F 0.832 6.798 1.624 -0.025 -0.021 -0.021 0.147
F 0.844 5.233 3.120 0.013 -0.009 -0.017 0.139
S -0.094 4.471 0.794 0.023 0.239 -0.215 0.582
O -0.651 3.352 1.504 0.025 -0.346 0.046 -0.328
O -0.902 5.100 -0.208 0.045 -0.051 -0.015 -0.275
N 1.405 4.298 0.321 -0.060 -0.333 0.069 -0.283
S 2.156 2.981 -0.029 0.171 0.495 -0.171 0.601
O 1.348 1.956 -0.684 -0.542 -0.302 0.490 -0.445
O 3.384 3.290 -0.686 -0.028 -0.089 0.060 -0.253
C 2.680 2.201 1.568 0.028 0.029 -0.010 -0.670
F 3.721 1.405 1.337 0.027 -0.027 -0.005 0.144
F 3.028 3.133 2.448 0.059 0.016 -0.025 0.152
F 1.701 1.467 2.088 -0.051 -0.008 0.057 0.133
```
Positions in Å, forces in eV/Å.

HOMO energy ... -8.811 eV
ΔE to the lowest compared entry with this formula, charge and spin ... 0.533 eV
Largest force on an atom ... 0.0154 hartree/bohr
Spin multiplicity ... 1
Molar mass ... 778.54 g mol⁻¹

(2)
A structure of composition C18H18CuN2O4S in a non-equilibrium geometry. Source: the Open Molecules 2025 dataset; level of theory: the ωB97M-V functional and the def2-TZVPD basis.

```
44
Properties=species:S:1:pos:R:3:forces:R:3:lowdin_charge:R:1
Cu -0.551 -0.237 0.315 0.609 -1.395 -0.727 0.670
O 3.544 -1.064 -0.565 0.084 0.406 -0.135 0.025
C 3.420 -1.719 -1.726 -0.547 -1.025 -2.248 -0.235
C 4.573 -2.227 -2.435 -0.892 0.530 0.497 -0.012
C 4.489 -2.797 -3.716 -1.797 1.279 0.895 -0.093
C 3.224 -2.954 -4.288 -1.070 0.210 0.357 -0.107
C 2.038 -2.595 -3.599 1.426 -0.103 0.392 -0.033
C 2.107 -1.937 -2.359 1.139 -0.446 1.234 -0.064
C 0.904 -1.613 -1.522 -0.021 0.096 -1.347 -0.379
O 1.142 -1.061 -0.367 -1.179 0.690 0.146 -0.117
N -0.310 -1.823 -2.003 1.816 -0.567 -1.025 0.058
N -1.236 -1.394 -1.162 -3.550 1.023 1.291 -0.092
C -2.542 -1.524 -1.423 1.314 -0.263 -0.251 -0.029
C -3.605 -1.224 -0.484 -0.125 -0.256 1.659 -0.130
C -4.976 -1.705 -0.697 1.420 1.582 -0.273 -0.060
C -5.974 -1.200 0.091 0.180 0.647 1.739 -0.104
C -5.679 -0.312 1.242 -1.916 -1.279 -2.269 -0.085
C -4.407 -0.012 1.545 0.818 -0.108 0.491 -0.049
C -3.303 -0.575 0.808 -1.043 -0.220 -1.686 -0.325
O -2.111 -0.414 1.266 -0.313 0.723 0.511 -0.127
H 2.614 -0.710 -0.306 0.989 -1.087 -0.377 0.076
H 5.547 -2.124 -1.974 -0.014 0.200 0.109 0.100
H 5.349 -2.925 -4.333 0.647 -0.502 0.017 0.090
H 3.098 -3.341 -5.291 0.201 -0.151 0.024 0.089
H 1.081 -2.902 -3.998 -0.069 0.352 -0.037 0.101
H -2.859 -1.858 -2.451 0.578 -0.031 1.076 0.138
H -5.183 -2.355 -1.563 0.086 0.416 0.521 0.110
H -7.004 -1.480 -0.064 -0.076 -0.089 -0.097 0.082
H -6.543 0.121 1.791 0.840 -0.416 -0.371 0.109
H -4.239 0.633 2.409 0.447 -0.245 -0.240 0.111
O 0.411 1.152 1.326 -0.226 0.287 -0.024 -0.578
S 0.524 2.668 1.172 -0.193 -0.839 1.181 1.039
C -0.187 3.408 2.765 0.964 -0.491 -0.232 -0.254
C 1.018 3.538 3.747 -1.031 -2.801 -0.727 -0.230
C 2.254 3.820 2.928 0.172 -1.759 -0.002 -0.217
C 2.259 2.906 1.661 -0.552 0.870 1.678 -0.279
H -0.992 2.796 3.214 0.386 0.050 -0.791 0.107
H -0.604 4.353 2.422 0.076 0.205 0.176 0.078
H 1.036 2.576 4.359 0.327 1.190 -0.839 0.144
H 0.778 4.318 4.389 -0.149 1.434 1.410 0.083
H 3.179 3.634 3.476 -0.073 0.241 0.045 0.121
H 2.180 4.839 2.667 0.336 1.277 -0.601 0.097
H 2.734 1.943 1.837 -0.525 -0.250 0.086 0.106
H 2.803 3.376 0.895 0.504 0.616 -1.238 0.068
```
Positions in Å, forces in eV/Å.

HOMO energy (alpha / beta) ... -7.017 / -7.034 eV
ΔE to the lowest compared entry with this formula, charge and spin ... 0.674 eV
Largest force on an atom ... 0.0761 hartree/bohr
⟨S²⟩ ... 0.76
Spin multiplicity ... 2
Molar mass ... 421.96 g mol⁻¹

(3)
A structure of composition C18H18F3HfN8O4SSe. Source: the Open Molecules 2025 dataset; level of theory: the ωB97M-V functional and the def2-TZVPD basis.

```
54
Properties=species:S:1:pos:R:3:forces:R:3:lowdin_charge:R:1
Hf -0.088 -0.384 -0.353 -0.265 -0.137 -0.262 1.609
C 2.600 0.687 4.622 -0.002 0.005 0.050 -0.028
N 2.366 -0.142 3.446 -0.022 -0.016 -0.002 -0.131
C 3.094 -1.401 3.319 0.023 0.026 0.003 -0.015
C 1.516 0.218 2.465 0.019 -0.046 -0.018 -0.376
N 1.426 -0.392 1.326 0.072 0.109 0.018 0.051
N 0.690 1.289 2.765 0.062 -0.088 0.022 0.177
C -0.130 1.969 1.892 0.014 0.052 -0.017 -0.452
N -0.799 3.005 2.447 0.048 -0.026 0.041 0.193
N -0.203 1.653 0.646 0.018 0.009 0.020 0.053
H 3.535 0.379 5.081 0.001 0.012 -0.017 0.097
H 1.813 0.572 5.373 -0.004 0.010 -0.014 0.102
H 2.706 1.737 4.349 0.004 -0.003 0.005 0.099
H 3.510 -1.660 4.288 -0.016 -0.006 0.000 0.098
H 3.917 -1.320 2.604 -0.010 -0.013 -0.012 0.105
H 2.422 -2.205 3.017 0.002 -0.003 -0.005 0.100
H 2.104 -1.137 1.228 0.015 0.023 0.025 0.070
H 0.650 1.556 3.733 -0.042 0.032 -0.023 0.132
H -0.839 3.118 3.445 -0.011 0.035 -0.008 0.117
H -1.548 3.425 1.923 -0.005 -0.009 0.011 0.126
H -0.857 2.237 0.135 0.015 0.008 0.012 0.091
O -1.979 0.675 -1.056 -0.087 -0.059 -0.077 -0.067
C -1.476 0.526 -2.205 0.091 -0.159 0.131 -0.610
O -0.202 0.660 -2.288 0.165 -0.090 0.069 -0.098
C -2.198 -0.169 -3.290 -0.058 0.153 -0.038 -0.176
C -2.830 0.425 -4.367 -0.042 -0.049 -0.062 -0.018
C -3.443 -0.382 -5.315 0.004 0.031 0.009 -0.075
C -3.406 -1.760 -5.168 0.022 -0.054 0.036 -0.072
C -2.767 -2.347 -4.084 -0.041 -0.027 -0.071 -0.098
C -2.149 -1.557 -3.121 0.000 -0.011 0.055 -0.555
S -1.352 -2.291 -1.714 0.040 0.067 -0.057 0.651
H -2.848 1.502 -4.468 0.008 0.010 0.014 0.120
H -3.947 0.061 -6.163 0.004 0.020 0.002 0.106
H -3.883 -2.395 -5.904 -0.009 0.011 -0.012 0.109
H -2.755 -3.424 -3.982 0.021 -0.004 0.038 0.106
F -1.903 -2.216 3.634 0.012 0.004 0.003 0.163
C -1.639 -2.938 2.537 -0.040 -0.003 0.052 -0.556
F -2.775 -3.458 2.085 0.005 0.005 0.003 0.192
F -0.813 -3.925 2.876 0.014 -0.002 -0.013 0.175
C -1.006 -2.039 1.463 0.205 -0.147 -0.177 -0.572
O -1.458 -0.875 1.303 -0.188 0.246 0.137 -0.057
O -0.061 -2.455 0.765 0.030 -0.176 0.040 -0.113
Se 1.747 -2.611 -2.868 -0.014 0.200 0.225 1.237
N 2.936 -1.710 -3.796 -0.010 0.036 0.016 -0.195
C 3.152 -0.545 -3.199 0.012 -0.295 -0.061 -0.361
C 3.934 0.542 -3.681 0.035 0.105 0.018 0.029
C 3.906 1.688 -2.953 0.016 -0.034 -0.044 -0.025
C 3.118 1.774 -1.762 0.041 -0.102 0.023 -0.085
N 2.427 0.788 -1.261 -0.021 0.152 0.051 0.086
C 2.457 -0.367 -1.971 -0.046 0.059 0.072 -0.477
N 1.682 -1.368 -1.579 -0.078 0.153 -0.215 -0.343
H 4.495 0.448 -4.601 -0.004 -0.017 -0.001 0.130
H 4.458 2.563 -3.268 0.004 -0.003 -0.007 0.113
H 3.077 2.717 -1.228 -0.009 0.007 0.011 0.121
```
Positions in Å, forces in eV/Å.

HOMO energy ... -9.918 eV
ΔE to the lowest compared entry with this formula, charge and spin ... 0.086 eV
Largest force on an atom ... 0.0077 hartree/bohr
Total charge ... +1
Spin multiplicity ... 1
Molar mass ... 756.90 g mol⁻¹

(4)
The molecule C18H18N2O3 in a non-equilibrium geometry. Source: the Open Molecules 2025 dataset; level of theory: the ωB97M-V functional and the def2-TZVPD basis.

```
41
Properties=species:S:1:pos:R:3:forces:R:3:lowdin_charge:R:1
C -0.620 -3.166 0.758 -0.074 0.073 0.096 -0.020
C -0.097 -1.845 0.347 0.330 0.246 -0.241 -0.307
N -0.397 -0.762 0.946 -0.422 -0.581 0.643 0.158
N 0.224 0.287 0.345 0.772 -0.166 -0.757 0.014
C 0.017 1.593 0.618 -0.395 -0.131 0.406 -0.380
O 0.603 2.458 -0.007 0.048 0.229 -0.120 0.092
C -1.038 1.893 1.682 0.196 0.036 0.101 -0.086
O -2.243 2.262 1.040 -0.236 0.105 -0.007 -0.031
C -2.964 1.295 0.384 -0.240 -0.136 -0.249 -0.269
C -3.569 1.682 -0.810 0.198 0.091 0.212 -0.004
C -4.353 0.790 -1.514 -0.014 -0.032 -0.027 -0.086
C -4.541 -0.498 -1.041 -0.075 -0.104 -0.078 -0.102
C -3.953 -0.878 0.152 -0.041 -0.019 -0.050 -0.089
C -3.173 0.010 0.871 0.033 0.245 0.226 -0.038
C 1.113 -0.137 -0.776 0.014 0.137 0.350 -0.412
O 0.705 0.465 -1.958 -0.038 -0.047 -0.382 0.042
C 2.552 0.171 -0.407 0.083 0.098 -0.118 -0.148
C 3.005 -0.068 0.884 -0.029 -0.004 -0.112 -0.026
C 4.321 0.197 1.217 0.018 -0.054 0.087 -0.076
C 5.193 0.697 0.265 0.107 0.030 -0.003 -0.089
C 4.745 0.927 -1.025 0.093 0.015 0.002 -0.073
C 3.429 0.664 -1.361 -0.129 -0.105 0.001 -0.016
C 0.830 -1.651 -0.825 -0.167 0.290 0.031 0.009
H -1.202 -3.599 -0.054 -0.048 -0.087 -0.051 0.087
H 0.203 -3.845 0.979 0.025 -0.088 0.018 0.084
H -1.250 -3.061 1.636 -0.053 -0.049 0.069 0.081
H -0.729 2.781 2.238 0.048 -0.187 -0.085 0.140
H -1.160 1.042 2.356 -0.038 0.160 -0.035 0.110
H -3.407 2.687 -1.165 0.039 0.113 -0.038 0.119
H -4.813 1.099 -2.441 -0.033 0.035 -0.069 0.102
H -5.146 -1.199 -1.597 -0.054 -0.053 -0.039 0.097
H -4.106 -1.877 0.536 -0.021 -0.082 0.042 0.101
H -2.734 -0.305 1.804 0.028 0.028 0.039 0.101
H 0.771 1.425 -1.827 0.003 -0.051 0.104 0.103
H 2.329 -0.457 1.632 -0.084 -0.015 0.092 0.116
H 4.664 0.015 2.225 0.038 -0.007 0.085 0.103
H 6.219 0.905 0.528 0.085 0.023 0.021 0.101
H 5.422 1.313 -1.772 0.066 0.041 -0.060 0.103
H 3.076 0.837 -2.366 -0.019 0.032 -0.063 0.117
H 1.739 -2.246 -0.733 -0.020 0.003 -0.016 0.134
H 0.336 -1.899 -1.765 0.007 -0.032 -0.025 0.138
```
Positions in Å, forces in eV/Å.

HOMO energy ... -8.595 eV
ΔE to the lowest compared entry with this formula, charge and spin ... 2.178 eV
SMILES ... CC1=NN(C(=O)COc2ccccc2)[C@@](O)(c2ccccc2)C1
Largest force on an atom ... 0.0213 hartree/bohr
Spin multiplicity ... 1
Molar mass ... 310.35 g mol⁻¹

Please write out number 4 again, unchanged.
The molecule C18H18N2O3 in a non-equilibrium geometry. Source: the Open Molecules 2025 dataset; level of theory: the ωB97M-V functional and the def2-TZVPD basis.

```
41
Properties=species:S:1:pos:R:3:forces:R:3:lowdin_charge:R:1
C -0.620 -3.166 0.758 -0.074 0.073 0.096 -0.020
C -0.097 -1.845 0.347 0.330 0.246 -0.241 -0.307
N -0.397 -0.762 0.946 -0.422 -0.581 0.643 0.158
N 0.224 0.287 0.345 0.772 -0.166 -0.757 0.014
C 0.017 1.593 0.618 -0.395 -0.131 0.406 -0.380
O 0.603 2.458 -0.007 0.048 0.229 -0.120 0.092
C -1.038 1.893 1.682 0.196 0.036 0.101 -0.086
O -2.243 2.262 1.040 -0.236 0.105 -0.007 -0.031
C -2.964 1.295 0.384 -0.240 -0.136 -0.249 -0.269
C -3.569 1.682 -0.810 0.198 0.091 0.212 -0.004
C -4.353 0.790 -1.514 -0.014 -0.032 -0.027 -0.086
C -4.541 -0.498 -1.041 -0.075 -0.104 -0.078 -0.102
C -3.953 -0.878 0.152 -0.041 -0.019 -0.050 -0.089
C -3.173 0.010 0.871 0.033 0.245 0.226 -0.038
C 1.113 -0.137 -0.776 0.014 0.137 0.350 -0.412
O 0.705 0.465 -1.958 -0.038 -0.047 -0.382 0.042
C 2.552 0.171 -0.407 0.083 0.098 -0.118 -0.148
C 3.005 -0.068 0.884 -0.029 -0.004 -0.112 -0.026
C 4.321 0.197 1.217 0.018 -0.054 0.087 -0.076
C 5.193 0.697 0.265 0.107 0.030 -0.003 -0.089
C 4.745 0.927 -1.025 0.093 0.015 0.002 -0.073
C 3.429 0.664 -1.361 -0.129 -0.105 0.001 -0.016
C 0.830 -1.651 -0.825 -0.167 0.290 0.031 0.009
H -1.202 -3.599 -0.054 -0.048 -0.087 -0.051 0.087
H 0.203 -3.845 0.979 0.025 -0.088 0.018 0.084
H -1.250 -3.061 1.636 -0.053 -0.049 0.069 0.081
H -0.729 2.781 2.238 0.048 -0.187 -0.085 0.140
H -1.160 1.042 2.356 -0.038 0.160 -0.035 0.110
H -3.407 2.687 -1.165 0.039 0.113 -0.038 0.119
H -4.813 1.099 -2.441 -0.033 0.035 -0.069 0.102
H -5.146 -1.199 -1.597 -0.054 -0.053 -0.039 0.097
H -4.106 -1.877 0.536 -0.021 -0.082 0.042 0.101
H -2.734 -0.305 1.804 0.028 0.028 0.039 0.101
H 0.771 1.425 -1.827 0.003 -0.051 0.104 0.103
H 2.329 -0.457 1.632 -0.084 -0.015 0.092 0.116
H 4.664 0.015 2.225 0.038 -0.007 0.085 0.103
H 6.219 0.905 0.528 0.085 0.023 0.021 0.101
H 5.422 1.313 -1.772 0.066 0.041 -0.060 0.103
H 3.076 0.837 -2.366 -0.019 0.032 -0.063 0.117
H 1.739 -2.246 -0.733 -0.020 0.003 -0.016 0.134
H 0.336 -1.899 -1.765 0.007 -0.032 -0.025 0.138
```
Positions in Å, forces in eV/Å.

HOMO energy ... -8.595 eV
ΔE to the lowest compared entry with this formula, charge and spin ... 2.178 eV
SMILES ... CC1=NN(C(=O)COc2ccccc2)[C@@](O)(c2ccccc2)C1
Largest force on an atom ... 0.0213 hartree/bohr
Spin multiplicity ... 1
Molar mass ... 310.35 g mol⁻¹

Among the records above, which one has the lowest ΔE to the lowest compared entry with this formula, charge and spin? C18H18F3HfN8O4SSe